(A)
The following is a quantum chemistry calculation of a gas-phase ion, C4H10NO2 (charge -1), from OMol25.

XYZ file:
```
17
C4H10NO2 | OMol25 | ωB97M-V/def2-TZVPD
O -0.73778 -1.65401 -2.41565
O -1.70365 0.47675 2.33819
N 1.01188 -0.24705 -1.52114
C -0.52298 1.06246 1.76481
C 0.30593 -1.63283 -1.62990
C -0.40614 0.76492 0.29036
C 1.00895 0.39408 -0.25773
H -0.91180 -0.19372 0.14580
H 1.12960 -2.31062 -1.94919
H -1.91016 -0.29476 1.83864
H -0.87788 1.43876 -0.42388
H 1.37621 -0.32414 0.46660
H 0.36572 0.75799 2.32625
H 0.68572 0.31896 -2.29286
H -0.68341 2.11140 1.97716
H 1.76976 1.17377 -0.11636
H 0.10002 -1.84195 -0.54111
```

Summary:
LUMO in eV: 3.71
Kohn-Sham gap in eV: 6.264
Total charge: -1
SMILES string: [O-]CNCCCO

***

(B)
The following is a quantum chemistry calculation of a gas-phase ion, C4H10NO2 (charge -1), from OMol25.

XYZ file:
```
17
C4H10NO2 | OMol25 | ωB97M-V/def2-TZVPD
O 2.42785 -1.43389 -0.61055
O -1.48653 0.97920 1.73889
N 0.95556 0.20070 1.15994
C -1.75765 1.09506 0.43506
C -0.97789 0.13941 -0.49905
C 1.01766 -1.33126 -0.74097
C 0.54051 0.05660 -0.26569
H -1.25105 0.33114 -1.54342
H -1.58535 2.18311 0.07550
H 0.09272 0.64170 1.64292
H 0.76663 -1.45472 -1.79473
H -1.44670 -0.82215 -0.26741
H 0.39068 -2.01073 -0.15345
H -2.86076 1.06742 0.17860
H 1.61549 0.97624 1.15868
H 2.57226 -1.48944 0.34134
H 0.98658 0.87162 -0.85567
```

Summary:
LUMO in eV: 3.91
Kohn-Sham gap in eV: 6.669
Total charge: -1
SMILES string: N[C@@H](CO)CC[O-]

***

The least stable of them is (A).

***

(A)
The following is a quantum chemistry calculation of 2 unconnected molecules or ions with the total composition C4H10NO2, from OMol25.

XYZ file:
```
17
C4H10NO2 | OMol25 | ωB97M-V/def2-TZVPD
O -0.00886 2.62789 1.03496
O 0.06840 -1.27893 0.67384
N -1.91183 -2.11063 -0.23659
C 0.57338 0.70172 -1.60719
C 0.50065 1.56485 0.77657
C 1.33231 1.37894 -0.47198
C -0.46016 -2.34029 0.09075
H -2.22303 -1.41716 0.44212
H 2.19007 0.77397 -0.18399
H 1.65736 2.37578 -0.76936
H -0.38928 -3.27522 0.71455
H -0.19842 1.36697 -1.97407
H 0.02271 -2.60118 -0.88256
H 0.15235 -0.24217 -1.25302
H 1.25750 0.48592 -2.42197
H -2.46684 -2.95098 -0.07358
H 0.38617 0.68866 1.42293
```

Summary:
LUMO in eV: 4.16
Kohn-Sham gap in eV: 7.059
Total charge: -1

***

(B)
The following is a quantum chemistry calculation of a gas-phase ion, C4H10NO2 (charge -1), from OMol25.

XYZ file:
```
17
C4H10NO2 | OMol25 | ωB97M-V/def2-TZVPD
O 0.91106 0.93955 -1.77983
O -1.51751 0.91175 1.83542
N -0.14932 -1.25431 -0.79260
C 0.51934 1.10707 -0.52514
C -0.59614 -0.02971 1.30906
C -0.50766 -0.01046 -0.21630
C 1.12927 -1.75566 -0.11340
H -1.53704 0.25584 -0.53152
H 1.93437 -1.19003 -0.64430
H -0.82639 -0.96968 1.76955
H 1.13203 -1.65965 0.98617
H 1.14775 -2.82731 -0.54619
H 0.00383 2.11039 -0.28478
H -1.16042 1.97189 1.60442
H 1.48005 1.15623 0.15488
H 0.40199 0.30558 1.68695
H 0.05179 -1.05090 -1.81702
```

Summary:
LUMO in eV: 3.84
Kohn-Sham gap in eV: 6.446
Total charge: -1
SMILES string: CN[C@H](C[O-])CO

***

The least stable of them is (B).

***

(A)
The following is a quantum chemistry calculation of 5 unconnected molecules or ions with the total composition C4H15NO2S, from OMol25.

XYZ file:
```
23
C4H15NO2S | OMol25 | ωB97M-V/def2-TZVPD
S -2.54665 0.40718 1.01376
O 2.38602 0.37865 -0.90620
O -2.46879 -2.53742 0.76730
N 0.40251 0.41756 -2.72018
C -0.03693 -1.34967 -1.00588
C -0.52412 0.04933 -1.57690
C 2.12193 1.75921 1.86390
C 0.88586 1.72816 2.37747
H 2.91273 1.81787 2.63189
H -0.23638 -2.16565 -1.68667
H -0.55312 -1.59731 0.05879
H -1.54742 -0.04265 -2.00042
H 0.09902 1.10722 1.96778
H -3.19029 -3.01166 1.18079
H 1.31646 0.57833 -2.12100
H 0.58502 1.98092 3.43620
H -3.69832 0.97351 1.27505
H 0.50000 -0.39238 -3.34886
H 1.04981 -1.25069 -0.73434
H 2.30854 1.59739 0.79169
H -2.63947 -1.55026 0.70025
H 3.33236 0.22850 -1.17390
H -0.45874 0.87385 -0.79052
```

Summary:
Multiplicity: 2
<S²>: 1.761
LUMO (spin up / spin down) in eV: -6.26 / -8.33
Kohn-Sham gap (spin up / spin down) in eV: 6.474 / 4.265
Total charge: +1

***

(B)
The following is a quantum chemistry calculation of 3 unconnected molecules or ions with the total composition C4H15NO2S, from OMol25.

XYZ file:
```
23
C4H15NO2S | OMol25 | ωB97M-V/def2-TZVPD
S 0.38086 2.21462 -1.58752
O -1.91951 -0.55302 -1.22985
O -2.45412 -1.45968 1.19753
N 0.80229 -2.46007 -0.06559
C 1.67703 -1.58620 0.76720
C 0.23190 0.50030 0.74333
C 1.31661 -0.23484 1.48552
C 0.71622 2.02404 0.37083
H 2.56840 -1.53165 0.16967
H -0.81900 1.47570 -1.63077
H 1.87878 2.07532 0.55387
H -0.75886 0.72406 1.24666
H 0.82253 -2.09438 -1.03862
H 0.07285 2.83900 0.71224
H 0.14502 -0.00070 -0.31538
H 0.87085 -0.24415 2.50287
H -3.04552 -0.72712 1.34962
H -1.61568 -0.81630 -0.38243
H 2.17538 0.28674 1.65767
H 2.18727 -2.07769 1.60734
H -0.05980 -2.66417 0.35401
H -3.05256 -2.20002 0.81918
H -1.74087 -1.37626 -1.68914
```

Summary:
Multiplicity: 2
<S²>: 0.754
LUMO (spin up / spin down) in eV: -3.87 / -8.42
Kohn-Sham gap (spin up / spin down) in eV: 8.856 / 4.268
Total charge: +1

***

The least stable of them is (A).

***

(A)
The following is a quantum chemistry calculation of 4 unconnected molecules or ions with the total composition C4H17NO4, from OMol25.

XYZ file:
```
26
C4H17NO4 | OMol25 | ωB97M-V/def2-TZVPD
O 1.86766 2.82844 0.78837
O -0.50061 1.65464 3.02424
O 2.30833 -1.15469 1.65635
O -1.03819 -3.57693 -0.50290
N 0.46001 -0.98466 0.23191
C -1.95968 0.91388 -2.09487
C 1.87463 -0.76095 0.35576
C -1.25842 0.42419 -0.81638
C -0.10705 -0.52744 -1.06324
H -0.02738 -0.61742 1.04289
H 2.42646 2.05883 0.62838
H 0.13671 2.13299 2.47952
H -2.04730 1.99954 -2.13178
H -3.00408 0.60173 -2.12320
H -1.98944 -0.00113 -0.12628
H -1.92077 -3.18752 -0.54676
H -0.83457 1.26898 -0.28633
H 2.17655 0.28606 0.31722
H 0.00755 0.89082 3.33483
H -1.40713 0.57828 -2.96663
H 2.43373 -1.35090 -0.37347
H 1.66253 -1.77482 2.01248
H -0.47600 -2.86418 -0.15557
H 0.68082 -0.07364 -1.66484
H 0.94088 2.65186 0.59116
H -0.40523 -1.41595 -1.61082
```

Summary:
LUMO in eV: 0.44
Kohn-Sham gap in eV: 10.278
Total charge: 0
SMILES string: CCCNCO.O.O.O

***

(B)
The following is a quantum chemistry calculation of 5 unconnected molecules or ions with the total composition C4H17NO4, from OMol25.

XYZ file:
```
26
C4H17NO4 | OMol25 | ωB97M-V/def2-TZVPD
O 1.34339 -1.24896 2.16976
O 0.80610 1.65380 2.25251
O -2.96579 -2.27206 -0.14397
O 2.18757 -2.84375 -0.15854
N -1.49091 1.63311 -0.91622
C 0.89853 1.43909 -1.20870
C -1.18153 0.18758 -1.01830
C -0.37063 2.25784 -1.61848
C 0.30455 0.13310 -0.65011
H -1.56526 1.94507 0.04323
H 0.40575 -0.07764 0.40666
H 1.55194 1.21315 -2.04537
H 0.86836 1.87829 3.19032
H -0.57600 2.21354 -2.68776
H 0.60610 -1.16969 2.77183
H 1.57353 -2.52102 0.51144
H 1.42978 1.97039 -0.42273
H 1.99191 -0.54679 2.16628
H -0.27421 3.29718 -1.30625
H -1.80770 -0.34539 -0.32199
H 1.85052 -3.64677 -0.56126
H 0.80522 -0.70631 -1.14412
H -2.03855 -2.50005 -0.05400
H 1.24066 2.42761 1.88070
H -1.24332 -0.00579 -2.08975
H -3.03332 -1.32096 -0.15403
```

Summary:
LUMO in eV: 0.12
Kohn-Sham gap in eV: 8.865
Total charge: 0
SMILES string: C1CCNC1.O.O.O.O

***

The least stable of them is (B).

***

(A)
The following is a quantum chemistry calculation of a single C12H18N2O3 molecule, from OMol25.

XYZ file:
```
35
C12H18N2O3 | OMol25 | ωB97M-V/def2-TZVPD
O 0.24582 0.00969 3.35175
O -2.22289 -0.30289 -2.76781
O -3.24710 -1.57569 -1.21637
N -0.24319 0.39891 -1.14040
N 2.22582 -0.10923 2.27370
C -1.23502 -0.43533 -0.68142
C -0.96816 -0.72181 0.64957
C -1.76036 -1.58823 1.55598
C -2.33399 -0.84835 -1.52935
C -3.26066 -0.63915 -3.68578
C 3.04558 -0.06332 3.46126
C 0.86951 -0.04306 2.30982
C 0.23370 -0.04558 0.97382
C 3.96834 1.15134 3.45779
C 0.64855 0.64444 -0.15880
C -2.98708 0.06708 -5.00052
C 1.80196 1.56016 -0.37752
H 4.64067 1.12081 2.60196
H -1.32392 -2.58667 1.59534
H 4.56534 1.16673 4.36525
H 3.63743 -0.98276 3.53653
H -3.76854 -0.17710 -5.71397
H -2.96714 1.14365 -4.85160
H -2.02795 -0.24740 -5.40408
H 1.51568 2.36867 -1.04842
H -4.22280 -0.33187 -3.26046
H 2.35578 -0.01696 4.30679
H 2.69229 -0.20577 1.38734
H 3.38455 2.06746 3.41113
H -1.74748 -1.17491 2.56127
H 2.64334 1.03303 -0.83176
H 2.12916 1.98995 0.56539
H -0.22701 0.77775 -2.07336
H -2.77933 -1.67612 1.19102
H -3.28090 -1.72746 -3.81408
```

Summary:
LUMO in eV: 0.59
Kohn-Sham gap in eV: 9.044
Total charge: 0
SMILES string: CCNC(=O)c1c(C)[nH]c(C(=O)OCC)c1C

***

(B)
The following is a quantum chemistry calculation of a single C12H18N2O3 molecule, from OMol25.

XYZ file:
```
35
C12H18N2O3 | OMol25 | ωB97M-V/def2-TZVPD
O 3.57677 -2.29987 -3.36086
O 2.17572 1.43829 3.75502
O 2.73757 -0.20899 5.12329
N 0.41441 0.01380 1.58661
N 2.51530 0.21788 3.94230
C -0.12798 0.66826 0.33268
C 3.65308 -3.72620 -3.51725
C 2.96872 0.21848 -0.77832
C 3.26184 -0.36924 -2.01049
C 3.38245 -1.78228 -2.10760
C 3.27859 -2.56737 -0.94071
C -0.46537 0.67423 2.67661
C 2.99326 -1.94086 0.28632
C 1.98880 0.00788 1.58898
C 2.67760 -0.58292 0.33764
C -0.12221 -1.39629 1.54578
C 2.57533 -0.57651 2.83896
H 0.22053 0.17138 -0.57773
H 3.39310 0.21324 -2.92359
H -0.37086 0.16765 3.64775
H 3.40174 -3.65378 -0.98836
H -1.52870 0.54134 2.29390
H 2.12869 1.09554 1.62118
H -0.24547 1.74360 2.79867
H 3.18213 -1.48179 2.92111
H -1.22963 -1.28447 1.46907
H 4.51135 -4.14822 -2.97910
H 2.94934 -2.55685 1.18085
H 2.90578 1.31237 -0.73299
H 0.23704 -1.95488 0.67005
H -1.23419 0.56629 0.40579
H 0.11544 -1.94821 2.46528
H 3.78505 -3.85616 -4.58909
H 2.72488 -4.20673 -3.18308
H 0.12590 1.73376 0.29657
```

Summary:
LUMO in eV: 0.24
Kohn-Sham gap in eV: 7.327
Total charge: 0
SMILES string: COc1ccc([C@H](C=[N+]([O-])[O-])[N+](C)(C)C)cc1

***

The least stable of them is (B).